# 1
# C25H42Cl3CoN4O3Si

C25H42Cl3CoN4O3Si as an isolated structure in a non-equilibrium geometry (wB97M-V/def2-TZVPD, the OMol25 dataset).

Structure (XYZ):
```
79
C25H42Cl3CoN4O3Si wB97M-V/def2-TZVPD
H -2.05 3.36 1.26
H -2.18 -1.07 -0.80
C -1.70 0.31 3.88
C -0.83 -1.44 5.28
H 3.87 -3.56 -2.55
H -2.52 0.95 3.54
Cl -2.76 1.46 -0.69
H 1.10 5.23 -3.43
Si -0.61 3.53 -3.01
H 1.23 -1.98 4.74
C 0.28 -2.77 0.78
H -2.22 5.23 -2.33
N 1.48 -0.42 2.64
H -0.79 5.42 3.64
H 3.80 -4.24 -0.89
C -1.08 -2.35 -2.07
C 1.07 3.59 2.60
H 1.26 3.95 3.62
C -0.65 -4.00 2.62
H -0.92 -2.15 6.10
H -2.15 -2.49 -3.91
H 3.31 -1.23 -2.86
C -0.49 -3.56 -2.08
H -2.32 3.21 -4.80
N -0.31 3.91 2.26
H -0.22 6.01 2.07
H 1.21 2.51 2.54
C -1.17 -1.50 -0.81
H 0.35 -3.67 -4.08
H 1.77 4.10 1.92
H 2.31 -4.09 -1.87
H -0.53 -4.73 3.43
C -1.89 -3.39 2.41
C -0.98 -2.28 0.49
H 1.45 0.11 1.77
O 3.48 -0.90 0.73
O -0.24 -0.49 -0.84
C -1.71 4.42 -1.79
H -2.99 -1.96 1.15
H 2.25 -1.07 2.74
C -2.05 -2.49 1.35
H -1.50 4.78 -4.95
Cl -0.41 1.30 -2.99
N 3.06 -2.29 -1.06
H -1.85 5.30 2.21
C 0.45 -3.68 1.83
N -0.55 0.47 3.25
C -1.35 3.72 -4.72
C -0.82 5.24 2.56
H -0.68 3.30 -5.48
H 1.63 -1.46 -2.33
H -2.74 -3.62 3.05
H 1.11 -2.47 0.13
H -1.12 4.87 -0.98
C 2.65 -1.25 -1.98
H 0.47 -5.16 -3.11
H 1.62 4.18 -2.09
C -0.17 -4.30 -3.34
H 1.73 3.60 -3.76
H 2.64 -0.27 -1.49
O -0.46 2.06 0.95
C -0.99 3.10 1.45
Cl 1.70 2.09 -0.73
C 3.27 -3.62 -1.63
C 1.12 4.20 -3.06
C 3.62 -1.98 0.16
H -2.86 -0.68 5.39
C 0.44 -0.42 3.48
H -0.26 -4.09 -1.15
H -2.28 -0.91 -3.11
H -2.48 3.77 -1.35
C -1.89 -0.62 4.90
C -1.60 -1.74 -3.33
H -1.09 -4.69 -3.82
C 0.36 -1.35 4.57
H 1.44 -4.11 2.00
Co -0.50 1.45 -0.84
H -0.78 -1.37 -3.96
H 4.20 -2.82 0.59
```

For the HOMO energy (alpha / beta), the calculation gives -4.53 / -4.29 eV. For the energy above the lowest of the compared OMol25 structures with the same formula, charge and spin, the calculation gives 40.4 kcal per mole. Its orbital gap (alpha / beta) is 0.2633 / 0.2544 hartree. As for the expectation value of S²: 3.76. The net charge is -1. The spin multiplicity is 4.


# 2
# C25H42N2O4SSi2Sm

C25H42N2O4SSi2Sm as an isolated structure (wB97M-V/def2-TZVPD, the OMol25 dataset).

Structure (XYZ):
```
77
C25H42N2O4SSi2Sm wB97M-V/def2-TZVPD
H -2.62 -0.25 3.15
C 0.24 1.00 4.04
C 0.95 0.34 5.02
C -0.55 -0.93 -4.14
H 2.87 1.11 -4.15
S 3.05 0.35 -1.55
H 0.83 2.42 -1.37
N 1.27 -1.40 -2.49
C 2.10 -0.28 -2.89
H 3.20 -3.40 0.01
H -2.45 2.48 4.00
C -0.15 1.42 1.53
Si 0.83 2.96 1.08
H 3.23 3.52 1.17
O -1.05 -2.20 -0.08
H -0.41 3.63 -0.99
H 0.60 -4.19 1.98
H 1.08 -2.34 -4.35
O 1.44 -2.71 0.78
Sm 0.86 -0.25 -0.07
H -0.11 -2.81 -3.15
C 2.65 2.62 1.39
H -2.82 -0.25 -0.65
H 2.50 -1.12 5.40
O 2.24 -2.40 -2.10
H -2.30 3.82 2.86
C -2.67 2.80 2.98
C 2.14 -3.65 -0.05
C 0.38 4.48 2.06
H -0.64 4.81 1.86
H -1.85 -2.89 -1.85
H 0.48 4.30 3.13
H -2.63 3.39 0.04
H -0.52 -0.22 -6.26
C -2.74 -0.04 2.08
H -0.50 1.75 4.31
H 3.06 1.82 0.77
C -2.12 -2.23 -1.02
H -1.87 0.67 -3.53
C 0.49 0.75 2.69
H -2.10 1.95 -0.83
H 2.85 -1.54 2.98
C -2.67 2.30 0.04
C 2.14 0.30 -4.10
N 1.42 -0.19 2.37
H -3.06 -0.80 -2.32
O -1.14 -0.20 -1.81
H 0.12 -2.51 2.30
H -0.18 0.96 -3.16
H -3.72 2.02 -0.09
C 1.29 0.21 -5.30
C 2.12 -0.82 3.32
C 1.70 -3.57 -1.49
C 0.33 -3.24 1.51
H 0.76 0.55 6.07
C 0.61 3.30 -0.75
C -0.88 -3.42 0.63
H -2.25 -0.85 1.53
H 1.98 -4.66 0.34
H -0.75 -4.25 -0.07
Si -1.99 1.64 1.67
H 2.10 -4.43 -2.03
H 1.70 0.68 -6.18
H 2.84 2.35 2.44
H 0.61 -3.60 -1.56
H -3.76 2.83 2.88
H -1.44 -1.48 -4.43
C -2.37 -0.82 -1.47
C 0.06 -0.28 -5.35
H 1.05 5.30 1.80
C 0.44 -1.96 -3.56
H -3.03 -2.62 -0.55
H 1.30 4.08 -1.08
H -1.75 -3.63 1.25
C 1.92 -0.60 4.66
C -0.95 0.20 -3.17
H -3.81 -0.08 1.86
```

For the HOMO energy (alpha / beta), the calculation gives -10.19 / -10.20 eV. For the energy above the lowest of the compared OMol25 structures with the same formula, charge and spin, the calculation gives 81.0 kcal per mole. Its orbital gap (alpha / beta) is 0.2507 / 0.2967 hartree. As for the expectation value of S²: 8.78. The net charge is +1. The spin multiplicity is 6.